DFT (ωB97M-V/def2-TZVPD) results for a cluster of 2 separate species, C2H10N in total at a distorted geometry.

Geometry as XYZ:
```
13
Properties=species:S:1:pos:R:3:forces:R:3:lowdin_charge:R:1
N 0.662646 -2.285401 -0.832109 -0.043 -0.581 0.721 0.329
H 0.508085 -1.457122 -1.409128 -0.053 -0.053 -0.165 0.140
H 0.658866 -2.003403 0.154510 0.106 0.150 -0.100 0.156
H 1.545696 -2.758533 -1.037068 0.123 0.256 -0.149 0.165
H -0.077905 -2.985714 -0.929238 -0.174 0.221 -0.303 0.167
C -0.144220 2.055708 0.878910 -0.460 -1.124 0.468 -0.141
C -0.690691 0.853490 0.089591 1.009 -0.215 0.861 -0.171
H 0.365213 2.719458 0.205366 0.092 0.549 -0.026 0.066
H -0.959678 2.516709 1.425227 -0.158 0.480 -0.313 0.073
H 0.515732 1.734724 1.678043 0.464 -0.079 -0.112 0.064
H 0.153293 0.354527 -0.420837 -0.282 0.526 -0.534 0.028
H -1.485809 1.192839 -0.548795 -0.144 -0.279 -0.647 0.068
H -1.051229 0.062718 0.745532 -0.481 0.150 0.298 0.057
```
Forces are in eV/Å.

E_LUMO: -4.48 eV
Frontier orbital gap: 11.01 eV
Charge: +1